No. 1
{
  "formula": "C5H16NO",
  "method": "ωB97M-V/def2-TZVPD",
  "homo_lumo_gap_ev": [6.784, 6.926],
  "charge": 2,
  "relative_energy_kcal_mol": 117.00,
  "energy_ha": -329.153169,
  "max_force_ev_per_a": 3.17,
  "s_squared": 1.760,
  "multiplicity": 2,
  "e_lumo_ev": [-12.82, -12.82],
  "e_homo_ev": [-19.602, -19.744],
  "symbols": ["O", "N", "C", "C", "C", "C", "C", "H", "H", "H", "H", "H", "H", "H", "H", "H", "H", "H", "H", "H", "H", "H", "H"],
  "positions_angstrom": [[1.68622, -1.15557, -1.42974], [1.70431, 1.07391, -3.18149], [0.17263, 0.92631, 0.85175], [-2.22295, 0.25928, 1.53519], [-1.00415, -1.24366, -0.00641], [-1.21703, 0.16871, 0.45473], [0.98768, 0.01109, 1.78101], [-2.47304, 1.29158, 1.78697], [2.58855, 1.57793, -3.36918], [0.75487, 1.07780, -0.05920], [2.04367, -1.99205, -1.79519], [-0.99385, -1.93988, 0.83244], [-1.56285, 0.76958, -0.42870], [-1.83291, -1.53660, -0.66906], [-3.17816, -0.21590, 1.23829], [-0.07081, -1.39302, -0.59540], [-1.91410, -0.25255, 2.45668], [1.81998, 0.64320, 2.13185], [1.79981, 0.14397, -2.67243], [-0.04130, 1.88298, 1.32107], [0.42262, -0.34484, 2.64014], [1.10506, 1.03957, -4.01887], [1.42576, -0.79184, 1.19553]],
  "mulliken_charge": [-0.45, -0.13, -0.28, -1.36, -0.98, 0.82, -1.01, 0.44, 0.40, 0.13, 0.33, 0.40, 0.21, 0.45, 0.40, -0.01, 0.37, 0.37, 0.37, 0.46, 0.36, 0.40, 0.31]
}


No. 2
{
  "formula": "C28H72O26P4S4",
  "method": "ωB97M-V/def2-TZVPD",
  "homo_lumo_gap_ev": 9.107,
  "relative_energy_kcal_mol": 0.29,
  "energy_ha": -6024.691723,
  "max_force_ev_per_a": 3.65,
  "e_lumo_ev": 0.27,
  "e_homo_ev": -8.833,
  "symbols": ["S", "S", "S", "S", "P", "P", "P", "P", "O", "O", "O", "O", "O", "O", "O", "O", "O", "O", "O", "O", "O", "O", "O", "O", "O", "O", "O", "O", "O", "O", "O", "O", "O", "O", "C", "C", "C", "C", "C", "C", "C", "C", "C", "C", "C", "C", "C", "C", "C", "C", "C", "C", "C", "C", "C", "C", "C", "C", "C", "C", "C", "C", "H", "H", "H", "H", "H", "H", "H", "H", "H", "H", "H", "H", "H", "H", "H", "H", "H", "H", "H", "H", "H", "H", "H", "H", "H", "H", "H", "H", "H", "H", "H", "H", "H", "H", "H", "H", "H", "H", "H", "H", "H", "H", "H", "H", "H", "H", "H", "H", "H", "H", "H", "H", "H", "H", "H", "H", "H", "H", "H", "H", "H", "H", "H", "H", "H", "H", "H", "H", "H", "H", "H", "H"],
  "positions_angstrom": [[5.22706, -1.67863, -1.71806], [2.64511, -6.09546, 1.88788], [0.22445, 4.98117, -1.75735], [-1.23350, 0.62630, -4.47506], [-5.20985, 2.83222, -0.68103], [-1.56718, 2.50268, 3.73741], [-2.20589, -3.02885, 0.48175], [4.62646, 1.49878, 0.72421], [-1.27356, 1.09695, 3.06300], [-5.66027, 2.38167, -1.96732], [-5.28750, 4.40705, -0.32984], [3.72767, 1.68831, -0.43280], [1.70641, -6.76020, 0.94722], [-3.06944, 2.52293, 4.10087], [4.17367, 2.19984, 2.04458], [-1.03248, -2.64801, 1.41576], [-6.59283, -1.39327, -5.21854], [-0.84079, 3.92884, -1.75195], [-3.69494, 2.47760, -0.56574], [-3.42297, -3.48440, 1.13390], [6.53006, -1.06091, -1.52733], [4.62686, -0.06906, 1.07286], [-2.31899, -1.74004, -0.44032], [6.10512, 1.95518, 0.73110], [-5.29519, -2.88571, -4.08599], [2.11452, -2.43932, 0.03399], [2.82720, -2.46613, 2.16651], [-5.21979, -0.66715, -3.56616], [-0.86893, 2.55692, 5.19990], [-1.17339, 0.04075, -3.13696], [-1.57900, -4.08433, -0.46390], [-1.18326, 3.55285, 2.81244], [-5.91890, 2.34460, 0.68506], [1.63622, -0.66817, 1.34782], [1.53259, -1.45475, -0.79757], [5.50698, -3.31088, -2.40168], [4.50363, -0.85413, -3.19376], [-2.86193, -0.57952, 0.18502], [0.28130, 1.54401, -4.70172], [6.88695, 2.06650, -0.44883], [-3.78003, 3.75794, 4.23085], [-4.17331, -2.76991, -3.13949], [-6.85371, 1.25829, 0.53975], [5.52206, -0.57398, 2.09098], [0.56621, 0.92013, -0.34464], [0.66950, 5.36310, -0.05480], [-2.30716, 2.05244, -4.24692], [3.35124, -7.34283, 2.90701], [-5.75757, -1.68401, -4.43826], [-4.39749, -1.34835, -2.61610], [0.76718, -0.52747, 0.17306], [2.22800, -1.89471, 1.26768], [-2.81471, 2.71311, 0.61076], [3.08475, 1.85477, 2.92899], [-1.27356, -0.12210, 3.98155], [-0.44965, -4.85910, -0.05288], [0.58848, 2.81104, 5.02368], [-4.71597, 5.32436, -1.28326], [-2.85252, -3.01955, -3.75839], [1.74638, 3.98137, -2.02274], [-0.82307, -3.29951, 2.65007], [4.32177, -5.73479, 1.00229], [6.59603, -0.63256, 1.86689], [-0.72053, -2.62483, 3.44471], [4.53326, -3.70283, -2.41400], [-0.16815, -0.97661, 0.37592], [5.18497, -0.98092, -4.06160], [-5.32239, 5.25613, -2.20639], [-3.26889, 1.66562, -4.05477], [2.65371, 4.58236, -1.88930], [-2.51689, -2.22446, -4.38410], [0.90897, 3.16528, 5.97737], [-0.42328, -0.70192, 3.70107], [0.73827, 3.59568, 4.33203], [-6.32908, 0.30164, 0.70417], [6.51426, 2.99175, -0.96506], [0.05881, -3.90176, 2.50931], [-0.24710, 5.54083, 0.58400], [-4.37710, -3.49087, -2.41570], [6.73881, 1.17442, -1.10041], [0.16506, 1.64604, 0.35315], [-0.65617, -5.41800, 0.81961], [5.94273, -3.22671, -3.39903], [-3.19064, 2.33033, 1.54961], [1.70445, 3.64817, -3.07780], [4.35913, 0.21121, -2.98845], [-7.63190, 1.30581, 1.32005], [1.57967, 1.30346, -0.58271], [0.81461, -1.80361, -1.53307], [2.58943, -7.72566, 3.56063], [1.77437, 3.13223, -1.36675], [3.49774, -1.23282, -3.43804], [1.16958, 1.95082, 4.55972], [4.08883, -4.91177, 0.33543], [-0.05440, 0.89910, -1.23627], [0.34941, -4.19675, 0.29300], [-3.70746, 4.27191, 5.22175], [6.17388, -3.77722, -1.69448], [4.92198, -5.41925, 1.78072], [-0.01579, -5.32403, -0.91623], [-4.87133, -1.33901, -1.61620], [3.21617, 0.92550, 3.49238], [-2.10391, -0.21608, 0.91937], [-4.83221, 3.47913, 4.15871], [2.97984, 2.66998, 3.65729], [-2.83508, -3.98326, -4.20783], [-1.40946, 0.11004, 5.04027], [4.23856, -6.92221, 3.43809], [-3.77589, -0.83173, 0.72812], [-2.57444, 3.76799, 0.69633], [-4.73953, 6.29613, -0.72795], [-3.47471, -0.84240, -2.55871], [-3.58940, 4.58998, 3.51508], [-1.66850, -3.92546, 2.82042], [0.08657, 2.40384, -5.31095], [-3.73150, 5.09169, -1.61823], [-2.20799, -0.65286, 3.77708], [-1.92994, 2.13591, 0.34238], [7.90416, 2.04225, -0.13281], [5.11609, -1.49332, 2.43531], [-2.32203, 2.59665, -5.20764], [1.37946, 6.22299, -0.00452], [2.10321, 1.81320, 2.47290], [2.37056, -0.86942, -1.29002], [1.16787, 1.00798, -5.04265], [0.53793, 1.81144, -3.67025], [-3.08031, 0.12667, -0.61241], [4.62165, -6.66040, 0.45689], [5.47422, 0.11896, 2.93585], [3.67289, -8.15835, 2.25858], [1.05141, 4.47165, 0.49761], [-2.10451, -2.96446, -2.98023], [-7.25418, 1.26679, -0.44110], [-1.86237, 2.51354, -3.34472]],
  "mulliken_charge": [0.95, 0.73, 0.19, 0.31, 0.45, 0.21, 0.64, 0.33, 0.98, -0.67, -0.31, -0.35, -0.68, -0.40, -0.47, -0.11, -0.53, -0.40, 0.80, -0.89, -0.76, 0.42, 0.89, -0.36, -0.44, -0.31, -0.76, -0.40, -0.41, -0.41, -0.39, -0.51, -0.34, -0.34, -0.69, -1.28, -1.12, -0.52, -0.37, -0.44, -0.75, 0.34, -0.74, -1.04, 0.28, -0.52, -0.57, -1.11, 0.47, 1.59, 2.09, 0.68, -0.86, -0.51, -0.61, -0.35, -0.88, -0.57, -1.26, 0.03, -1.13, -0.81, 0.23, 0.43, 0.37, -0.56, 0.49, 0.29, 0.20, 0.52, 0.26, 0.41, -0.13, 0.36, 0.17, 0.23, 0.20, 0.23, 0.48, 0.16, -0.02, 0.49, 0.42, 0.65, 0.28, 0.17, 0.23, -1.20, 0.40, 0.38, -0.48, 0.36, 0.22, -0.07, 0.32, -0.27, 0.30, 0.36, 0.45, 0.49, -0.27, 0.36, -0.09, 0.31, 0.32, 0.44, 0.54, 0.34, 0.46, 0.46, 0.22, -0.93, 0.27, 0.41, 0.43, 0.18, 0.32, -0.51, 0.26, 0.29, 0.56, 0.44, 0.06, -0.20, 0.41, -0.46, -0.01, 0.42, 0.35, 0.34, -0.08, 0.17, 0.44, -0.09]
}


No. 3
{
  "formula": "C5H9N",
  "method": "ωB97M-V/def2-TZVPD",
  "homo_lumo_gap_ev": 12.314,
  "relative_energy_kcal_mol": 7.70,
  "energy_ha": -250.654675,
  "max_force_ev_per_a": 1.01,
  "e_lumo_ev": 0.93,
  "e_homo_ev": -11.384,
  "smiles": "CC[C@@H](C)C#N",
  "symbols": ["N", "C", "C", "C", "C", "C", "H", "H", "H", "H", "H", "H", "H", "H", "H"],
  "positions_angstrom": [[-2.48533, -0.93061, -0.38356], [0.79684, -0.18052, 0.49073], [0.59074, -1.68071, 0.76083], [-0.46253, 0.66624, 0.10616], [-0.17746, 1.58389, -1.09367], [-1.61682, -0.19504, -0.17794], [1.24908, 0.29131, 1.36830], [-0.36593, -2.03677, 0.37025], [1.37087, -2.27206, 0.27352], [-0.75324, 1.29378, 0.95752], [-1.02332, 2.23872, -1.32554], [0.04571, 0.98577, -1.98292], [0.61297, -1.91572, 1.82855], [1.52416, -0.05688, -0.31784], [0.69424, 2.20860, -0.87439]],
  "mulliken_charge": [-0.48, -0.63, -1.05, 0.64, -1.53, 0.14, 0.31, 0.35, 0.28, 0.23, 0.40, 0.37, 0.26, 0.34, 0.38]
}


No. 4
{
  "formula": "C4H10S2",
  "method": "ωB97M-V/def2-TZVPD",
  "homo_lumo_gap_ev": [10.656, 6.158],
  "charge": 1,
  "relative_energy_kcal_mol": 27.86,
  "energy_ha": -954.439224,
  "max_force_ev_per_a": 2.62,
  "s_squared": 0.755,
  "multiplicity": 2,
  "e_lumo_ev": [-4.27, -8.29],
  "e_homo_ev": [-14.930, -14.452],
  "symbols": ["S", "S", "C", "C", "C", "C", "H", "H", "H", "H", "H", "H", "H", "H", "H", "H"],
  "positions_angstrom": [[-0.08803, -0.77142, 1.15506], [1.42194, 0.34915, 0.29740], [1.55049, 3.01600, -0.27597], [0.67292, 1.78307, -0.51525], [-0.43009, -2.20741, 0.11669], [-1.81469, -2.68220, 0.51826], [-2.55816, -2.00652, 0.10823], [0.92206, 3.92005, -0.39811], [-0.33990, 2.07389, -0.17379], [1.81415, 3.08105, 0.75617], [0.53737, 1.48394, -1.55141], [-2.00161, -2.71746, 1.59508], [-2.01204, -3.71120, 0.20490], [-0.23786, -1.99460, -0.92637], [0.38383, -2.94457, 0.19173], [2.17960, 3.32822, -1.10264]],
  "mulliken_charge": [0.17, 0.12, -1.18, -0.29, -0.26, -1.18, 0.36, 0.36, 0.36, 0.38, 0.37, 0.37, 0.33, 0.38, 0.38, 0.35]
}


No. 5
{
  "formula": "C12H21N5O3S2",
  "method": "ωB97M-V/def2-TZVPD",
  "homo_lumo_gap_ev": 8.817,
  "relative_energy_kcal_mol": 83.27,
  "energy_ha": -1765.567325,
  "max_force_ev_per_a": 2.79,
  "e_lumo_ev": 0.25,
  "e_homo_ev": -8.569,
  "symbols": ["S", "S", "O", "O", "O", "N", "N", "N", "N", "N", "C", "C", "C", "C", "C", "C", "C", "C", "C", "C", "C", "C", "H", "H", "H", "H", "H", "H", "H", "H", "H", "H", "H", "H", "H", "H", "H", "H", "H", "H", "H", "H", "H"],
  "positions_angstrom": [[3.45878, -1.10083, 0.75355], [1.20644, 3.18469, 1.07348], [0.81329, 4.44981, 0.48174], [-3.89909, 0.41801, -3.69799], [-4.85076, 2.28592, -3.25340], [-3.99143, 1.47369, -3.03542], [1.35752, -3.25822, 2.01087], [-1.72495, -0.17964, -2.18464], [1.17039, -0.07702, 0.22902], [-1.26729, 1.31142, -0.49849], [0.88655, -2.40947, 0.84534], [1.73189, 2.25636, -0.43831], [1.73782, -1.17620, 0.63618], [3.41889, 0.55150, 0.13702], [-3.12884, 1.71427, -1.96806], [-0.44835, -0.25097, -2.90095], [1.03270, -4.69680, 1.88732], [-1.47539, 2.53409, 0.29291], [-2.06692, 0.96899, -1.55665], [2.12265, 0.90294, -0.06152], [1.25812, -2.68242, 3.37833], [-0.47060, 2.57580, 1.46913], [0.91855, -2.96976, -0.10568], [-2.53142, -0.51815, -2.71812], [1.69706, -3.30220, 4.16812], [0.87843, 2.21132, -1.14950], [-0.42762, 1.57791, 1.94182], [-0.14394, -2.10338, 1.01583], [0.39986, -0.33775, -2.18326], [-0.03869, -4.81359, 1.94313], [4.24852, 1.19720, -0.06387], [1.36193, -5.06832, 0.91752], [-3.34551, 2.62892, -1.43403], [-2.48278, 2.56148, 0.73936], [-0.42215, -1.11653, -3.58906], [-0.48609, 0.69212, -0.33537], [0.20508, -2.53870, 3.65444], [-0.34316, 0.64866, -3.52994], [1.76060, -1.71715, 3.44330], [2.56411, 2.77553, -0.90680], [-1.35379, 3.41389, -0.31295], [-0.84626, 3.27413, 2.22693], [1.51584, -5.29152, 2.67869]],
  "mulliken_charge": [-0.19, 0.39, -0.62, -0.71, -0.64, 1.06, 0.09, -0.25, -0.18, 0.29, -0.58, -0.82, 0.15, -0.74, -1.03, -0.70, -0.97, -1.04, 0.52, 0.07, -0.95, -0.83, 0.40, 0.42, 0.34, 0.11, 0.38, 0.36, 0.06, 0.37, 0.50, 0.28, 0.51, 0.57, 0.38, 0.29, 0.33, 0.28, 0.27, 0.57, 0.50, 0.47, 0.30]
}


No. 6
{
  "formula": "C22H33N3O4SSeY",
  "method": "ωB97M-V/def2-TZVPD",
  "homo_lumo_gap_ev": 7.594,
  "charge": 1,
  "relative_energy_kcal_mol": 21.04,
  "energy_ha": -4161.135363,
  "max_force_ev_per_a": 0.42,
  "e_lumo_ev": -2.57,
  "e_homo_ev": -10.167,
  "symbols": ["Y", "Se", "S", "O", "O", "O", "O", "N", "N", "N", "C", "C", "C", "C", "C", "C", "C", "C", "C", "C", "C", "C", "C", "C", "C", "C", "C", "C", "C", "C", "C", "C", "H", "H", "H", "H", "H", "H", "H", "H", "H", "H", "H", "H", "H", "H", "H", "H", "H", "H", "H", "H", "H", "H", "H", "H", "H", "H", "H", "H", "H", "H", "H", "H", "H"],
  "positions_angstrom": [[0.48516, 0.65444, 0.21166], [-2.16387, 1.40339, 0.24050], [-0.47605, -2.72931, 0.65928], [2.68315, 0.03493, 1.08956], [-1.06032, -1.32765, -2.30312], [2.20533, 2.25895, -0.85625], [0.27271, -1.44048, 1.06243], [-0.00612, -0.40926, -2.09776], [1.46831, 1.48399, -1.57903], [0.88322, 1.52707, 2.53603], [1.92488, 2.26138, -3.88134], [2.12973, 1.38307, 3.01159], [-0.19810, -5.27306, -1.34535], [-0.00584, 4.64248, -1.35734], [-1.49610, 2.79533, -0.91472], [-0.44908, 0.30664, -4.41304], [-3.26090, -1.69658, 1.90225], [0.25411, 0.36035, -3.10312], [1.41638, 1.83822, 5.23694], [-2.00892, 2.92000, -2.20916], [1.28257, 1.40485, -2.84447], [0.13382, 2.01504, 4.74826], [-1.52864, 3.90104, -3.05838], [0.83929, -3.95198, 0.57224], [0.33873, -5.30750, 0.08289], [-2.80026, -3.13228, 2.10937], [-0.51672, 4.76054, -2.63722], [-1.28514, -3.26717, 2.18631], [-0.09390, 1.84156, 3.39304], [-0.50411, 3.67389, -0.49128], [3.17377, 1.05788, 1.97517], [2.43522, 1.50778, 4.35309], [1.18690, 2.89842, -4.37179], [-3.20972, -3.53252, 3.03899], [-0.48107, -6.27327, -1.66900], [1.30183, -3.98816, 1.56083], [-0.13792, 5.52535, -3.30256], [-1.34385, 0.93349, -4.36083], [-2.88868, -1.28524, 0.96078], [0.56046, -4.89952, -2.03518], [-1.08161, 1.95577, 2.96175], [-0.75448, -0.71026, -4.64773], [0.78230, 5.30504, -1.02488], [1.55004, -3.52446, -0.13862], [-0.85162, -2.61999, 2.95284], [-3.17816, -3.77051, 1.30664], [3.35503, 1.92178, 1.33596], [2.66214, 2.90049, -3.39926], [-0.97653, -4.29507, 2.37690], [-2.80121, 2.25448, -2.52985], [-1.94775, 4.00357, -4.05206], [0.18183, 0.70351, -5.20481], [-1.86957, -0.79495, -2.34513], [-0.68560, 2.27698, 5.40191], [4.11275, 0.74750, 2.43120], [2.62403, -0.80382, 1.56610], [-0.10840, 3.61550, 0.51793], [3.45098, 1.35982, 4.69335], [1.18175, -5.99776, 0.14483], [-0.41898, -5.70195, 0.76494], [-2.91235, -1.05008, 2.71084], [1.62325, 1.95150, 6.29285], [-1.07434, -4.63048, -1.43994], [2.42388, 1.66420, -4.64651], [-4.34762, -1.63687, 1.87050]],
  "mulliken_charge": [1.08, -0.38, 0.73, -0.43, -0.44, -0.73, -0.54, -0.05, 0.53, 0.30, -1.84, 0.81, -1.15, -0.45, 0.16, -1.52, -0.81, 0.87, -0.26, -0.56, 0.51, -0.94, -0.55, -1.00, -0.38, -0.52, -0.67, -0.90, -0.17, -0.18, -0.61, -1.10, 0.35, 0.37, 0.38, 0.46, 0.44, 0.28, 0.00, 0.30, 0.48, 0.40, 0.43, 0.48, 0.36, 0.26, 0.18, 0.36, 0.48, 0.56, 0.43, 0.44, 0.29, 0.43, 0.44, 0.29, 0.37, 0.46, 0.40, 0.24, 0.29, 0.43, 0.29, 0.45, 0.40]
}